# C4H9O2

A cluster of 2 separate species, C4H9O2 in total (ωB97M-V/def2-TZVPD, the OMol25 dataset).

Geometry as XYZ:
```
15
Properties=species:S:1:pos:R:3:nbo_charge:R:1
C -0.067 1.410 -0.401 -0.61
C 0.277 2.879 0.052 -0.60
H -0.753 1.082 0.361 0.22
H -0.428 1.459 -1.417 0.21
H 0.910 0.909 -0.288 0.21
H -0.160 3.628 -0.575 0.19
H 0.097 3.149 1.059 0.20
H 1.428 3.059 -0.068 0.18
C 0.360 -2.307 0.521 -0.75
C -0.881 -2.876 -0.261 0.76
O -1.882 -2.683 0.410 -0.79
O -0.822 -3.446 -1.358 -0.79
H 0.062 -1.238 0.590 0.20
H 1.257 -2.219 -0.103 0.17
H 0.600 -2.805 1.477 0.20
```

Results
- Multiplicity: 1
- Net charge: -1
- E_HOMO: -0.132 hartree
- Gap between HOMO and LUMO: 7.02 eV
- ΔE to the lowest compared entry with this formula, charge and spin: 92.4 kJ/mol
- Electronic energy: -8389.5345 eV

# C3H5NO2

The molecule C3H5NO2 (ωB97M-V/def2-TZVPD, the OMol25 dataset).

Geometry as XYZ:
```
11
Properties=species:S:1:pos:R:3:nbo_charge:R:1
C 0.524 -1.562 0.275 -0.71
C 0.914 -0.199 -0.324 0.53
O 1.965 -0.017 -0.908 -0.54
C 0.019 0.940 -0.239 -0.12
N -1.064 0.629 0.386 -0.02
O -1.952 1.544 0.463 -0.51
H 0.942 -2.318 -0.395 0.24
H -0.567 -1.615 0.315 0.24
H 0.958 -1.570 1.280 0.24
H 0.236 1.948 -0.632 0.19
H -1.976 2.220 -0.221 0.46
```

Results
- Multiplicity: 1
- E_HOMO: -0.362 hartree
- Gap between HOMO and LUMO: 10.08 eV
- ΔE to the lowest compared entry with this formula, charge and spin: 302.1 kJ/mol
- Electronic energy: -8774.5641 eV